1) An isolated molecule of C3H6O3, computed with wB97M-V/def2-TZVPD.

The geometry in XYZ format:
```
12
Properties=species:S:1:pos:R:3:mulliken_charge:R:1
O -1.18103 -0.53054 -1.64526 -0.5148
C -0.67108 -0.23375 0.73511 -0.0888
C 0.64404 -0.45354 0.04976 -0.1814
C -0.49871 0.20999 -0.68449 -0.1207
H 0.19543 0.95780 1.92952 0.3305
H -1.31778 -1.08501 0.89363 0.3575
H 0.90465 -1.47852 -0.22412 0.3206
O 1.67761 0.32373 0.58826 -0.5531
H -0.64925 -0.53939 -2.44501 0.3104
O -0.72128 0.68995 1.78103 -0.5487
H 2.05288 0.84323 -0.13429 0.3070
H -0.43548 1.29605 -0.84416 0.3813
```

Values from the calculation:
**SMILES string**: O[C@H]1[C@H](O)[C@H]1O
**Frontier orbital gap**: 10.0880 eV
**E_LUMO**: 0.56 eV
**Highest occupied orbital energy**: -9.527 eV

2) A structure of composition C3H6O3, computed with wB97M-V/def2-TZVPD.

The geometry in XYZ format:
```
12
Properties=species:S:1:pos:R:3:mulliken_charge:R:1
H -1.92225 -1.05702 -0.19163 0.3436
O -1.85075 -0.49257 -0.97945 -0.5036
H 0.31065 1.72878 0.41114 0.2636
H 1.81889 -0.04081 -0.20143 0.3187
C 1.34971 -0.77512 0.46129 -0.6359
H 1.84518 -0.77318 1.43572 0.2429
H 1.46964 -1.76271 0.00559 0.2595
O -0.04075 -0.54049 0.63793 -0.4668
C -0.61672 1.17376 0.31706 -0.2487
C -0.73087 0.29167 -0.84861 0.7971
O -0.10672 0.71212 -1.84456 -0.6266
H -1.52601 1.53556 0.79697 0.2564
```

Values from the calculation:
**Frontier orbital gap**: 9.3980 eV
**E_LUMO**: -0.15 eV
**Highest occupied orbital energy**: -9.543 eV

3) A structure of composition C3H6O3, computed with wB97M-V/def2-TZVPD.

The geometry in XYZ format:
```
12
Properties=species:S:1:pos:R:3:mulliken_charge:R:1
H 2.65907 -0.59203 1.08102 0.2264
O -1.95419 1.19651 0.83588 -0.6653
H -2.25428 -0.13764 -0.91291 0.1499
C -0.15690 0.04727 -0.32557 0.7021
C 2.09063 -0.25715 0.21411 -0.6066
C -1.56123 0.06192 0.29307 0.0040
O 0.71364 -0.33712 0.60384 -0.2935
O 0.11202 0.38816 -1.44924 -0.5316
H 2.34611 0.77313 -0.04368 0.2953
H -2.42565 0.65966 -0.41132 0.1246
H 2.27608 -0.90312 -0.64735 0.2875
H -1.84530 -0.89959 0.76215 0.3073
```

Values from the calculation:
**Frontier orbital gap**: 10.1656 eV
**E_LUMO**: 0.49 eV
**Highest occupied orbital energy**: -9.672 eV

4) A cluster of 2 separate species, C3H6O3 in total, computed with wB97M-V/def2-TZVPD.

The geometry in XYZ format:
```
12
Properties=species:S:1:pos:R:3:mulliken_charge:R:1
H 1.30206 -0.23632 -1.32419 0.3722
C -1.11729 -1.34718 0.14136 -0.5313
O 1.53411 1.33866 -0.07107 -0.5522
H -1.41510 -1.74290 1.10513 0.2549
C 0.58316 1.59520 0.63046 0.2047
H -1.88826 -1.00108 -0.54111 0.2354
H 0.96960 -1.59771 0.43830 0.3350
H -0.68905 1.52999 -0.73967 0.3524
C 0.15839 -1.27914 -0.21904 -0.1700
H 0.64014 1.71438 1.72044 0.3694
O -0.66320 1.77195 0.20438 -0.3729
O 0.52778 -0.80800 -1.44750 -0.4975
```

Values from the calculation:
**SMILES string**: C=CO.O=CO
**Frontier orbital gap**: 10.1724 eV
**E_LUMO**: 0.88 eV
**Highest occupied orbital energy**: -9.288 eV

Which of them is the most stable, and which is the least stable? 4) and 3), in that order.

1) An isolated molecule of C3H6O3, computed with wB97M-V/def2-TZVPD.

The geometry in XYZ format:
```
12
Properties=species:S:1:pos:R:3:mulliken_charge:R:1
H -1.78490 0.52911 -1.56310 0.3385
H 0.66899 -1.43656 0.50527 0.3397
H 0.87961 0.52093 1.98696 0.2739
H 0.24310 0.41137 -1.55430 0.4039
C 1.24943 0.52106 0.93560 -0.1099
H -1.34400 -0.19553 1.16764 0.3535
O 0.81830 -0.33538 -1.30844 -0.5499
O 2.18873 1.19248 0.59749 -0.4426
H -1.46065 -1.24465 -0.26886 0.2664
O -1.38440 0.80257 -0.72027 -0.6297
C -1.03198 -0.30764 0.11062 -0.4394
C 0.48573 -0.45249 0.04632 0.1956
```

Values from the calculation:
**SMILES string**: O=C[C@H](O)CO
**Frontier orbital gap**: 10.2688 eV
**E_LUMO**: 0.50 eV
**Highest occupied orbital energy**: -9.770 eV

2) A cluster of 2 separate species, C3H6O3 in total, computed with wB97M-V/def2-TZVPD.

The geometry in XYZ format:
```
12
Properties=species:S:1:pos:R:3:mulliken_charge:R:1
C -0.78565 -1.38388 1.05040 0.0689
O -0.28208 -1.86184 -0.26368 -0.5101
H -1.41415 0.24350 2.18879 0.2121
H -1.42233 0.37770 0.20116 0.4466
H -0.32579 -1.86506 1.90141 0.2841
H 0.33768 -0.49669 -0.89845 0.3699
H 0.11289 -2.66577 0.10866 0.3300
H 2.09205 1.61711 -0.13811 0.2995
C 1.03016 1.37297 -0.49045 0.2477
O 1.05310 0.15462 -1.04889 -0.4203
O 0.10062 2.16273 -0.38044 -0.4951
C -1.30343 -0.13158 1.13682 -0.8334
```

Values from the calculation:
**SMILES string**: C=CO.O=CO
**Frontier orbital gap**: 10.5154 eV
**E_LUMO**: 0.54 eV
**Highest occupied orbital energy**: -9.978 eV

3) An isolated molecule of C3H6O3, computed with wB97M-V/def2-TZVPD.

The geometry in XYZ format:
```
12
Properties=species:S:1:pos:R:3:mulliken_charge:R:1
O -0.02981 0.84424 0.56986 -0.3159
H -1.85070 1.83231 0.40722 0.2796
O -1.09699 -0.79996 -0.54503 -0.5834
C -0.08486 -0.20176 -0.25611 0.7132
C -1.27531 1.26118 1.14000 -0.6337
H 0.50771 -2.30883 -1.16806 0.3279
H 2.06988 -0.20430 -0.17931 0.2777
C 1.27142 -0.58367 -0.82033 -0.3058
O 1.38182 -1.97914 -0.91068 -0.5086
H -1.01498 1.89136 1.99043 0.2340
H 1.36564 -0.09454 -1.80506 0.2054
H -1.85661 0.39551 1.46238 0.3097
```

Values from the calculation:
**SMILES string**: COC(=O)CO
**Frontier orbital gap**: 11.3974 eV
**E_LUMO**: 0.83 eV
**Highest occupied orbital energy**: -10.572 eV

Which of them is the most stable, and which is the least stable? 3) and 2), in that order.

1) An isolated molecule of C3H3FO, computed with wB97M-V/def2-TZVPD.

The geometry in XYZ format:
```
8
Properties=species:S:1:pos:R:3:mulliken_charge:R:1
F 0.16366 1.84413 -0.18319 -0.2587
H -0.30557 0.96096 1.53513 0.3259
C 0.81958 -0.44635 -0.06387 0.4646
C -0.59000 -0.43417 -0.44736 -0.6276
H -0.98579 -0.18739 -1.36059 0.3090
H -0.92202 -1.38665 -0.04256 0.2273
C -0.01449 0.67608 0.50875 0.0014
O 1.83463 -1.02662 0.05369 -0.4419
```

Values from the calculation:
**SMILES string**: O=C1C[C@@H]1F
**Frontier orbital gap**: 10.0270 eV
**E_LUMO**: 0.53 eV
**Highest occupied orbital energy**: -9.493 eV

2) An isolated molecule of C3H3FO, computed with wB97M-V/def2-TZVPD.

The geometry in XYZ format:
```
8
Properties=species:S:1:pos:R:3:mulliken_charge:R:1
F -3.42027 -0.15247 -0.07188 -0.1485
H 0.07914 -1.23438 0.32588 0.5395
C 0.58444 -0.46218 0.19430 -0.7353
H 0.47945 1.55031 -0.02807 0.3291
H 1.63474 -0.19818 0.35454 0.2445
O -1.56558 0.86388 0.02951 -0.0824
C -0.13009 0.71880 0.23534 -0.0007
C -2.03785 -0.29946 0.11264 -0.1462
```

Values from the calculation:
**Frontier orbital gap**: 10.6117 eV
**E_LUMO**: 0.30 eV
**Highest occupied orbital energy**: -10.316 eV

3) An isolated molecule of C3H3FO, computed with wB97M-V/def2-TZVPD.

The geometry in XYZ format:
```
8
Properties=species:S:1:pos:R:3:mulliken_charge:R:1
O 2.74162 0.04738 0.07546 -0.4328
H -0.29269 -1.13549 -0.18390 0.2935
F 0.06195 2.21200 -0.21047 -0.2781
H -0.16950 -0.18651 -1.35969 0.2877
C 0.22343 0.96281 0.45464 -0.0336
C 0.22865 -0.26827 -0.40565 -0.6180
C 1.55569 0.08763 -0.07137 0.4662
H 0.04635 0.90577 1.58124 0.3152
```

Values from the calculation:
**SMILES string**: O=C1C[C@@H]1F
**Frontier orbital gap**: 9.2958 eV
**E_LUMO**: 0.46 eV
**Highest occupied orbital energy**: -8.839 eV

Which of them is the most stable, and which is the least stable? 1) and 2), in that order.

1) A cluster of 2 separate species, C3H3FO in total, computed with wB97M-V/def2-TZVPD.

The geometry in XYZ format:
```
8
Properties=species:S:1:pos:R:3:mulliken_charge:R:1
F 0.22786 -0.54373 -1.82356 -0.2319
C -0.26622 -0.34742 0.45348 -0.2157
H 0.04367 -0.84190 1.33361 0.3378
H 0.65214 1.78804 1.38263 0.1752
C -0.20019 -1.00018 -0.58843 -0.0754
H 0.36703 -1.88150 -0.52358 0.2944
O -0.62098 1.75714 -0.60028 -0.4310
C -0.20331 1.06955 0.36614 0.1465
```

Values from the calculation:
**Frontier orbital gap**: 9.6189 eV
**E_LUMO**: -0.41 eV
**Highest occupied orbital energy**: -10.028 eV

2) An isolated molecule of C3H3FO, computed with wB97M-V/def2-TZVPD.

The geometry in XYZ format:
```
8
Properties=species:S:1:pos:R:3:mulliken_charge:R:1
C -0.20585 -0.66667 0.48422 -0.0753
C 0.50106 0.30959 -0.49893 -0.5011
F -1.06063 -1.46143 -0.17851 -0.2799
H 1.57654 0.33957 -0.56212 0.2646
O -1.04609 1.67953 0.88080 -0.4448
H 0.17747 0.25751 -1.61668 0.2245
H 0.41888 -1.28223 1.06790 0.3594
C -0.36138 0.82414 0.42333 0.4525
```

Values from the calculation:
**SMILES string**: O=C1C[C@@H]1F
**Frontier orbital gap**: 10.0256 eV
**E_LUMO**: 0.26 eV
**Highest occupied orbital energy**: -9.765 eV

3) An isolated molecule of C3H3FO, computed with wB97M-V/def2-TZVPD.

The geometry in XYZ format:
```
8
Properties=species:S:1:pos:R:3:mulliken_charge:R:1
F 1.63016 1.87560 0.51823 -0.2186
H -0.64542 0.21942 0.64671 0.2644
C 2.67168 -0.22125 -0.36358 0.2837
O 3.61520 -0.91169 -0.33940 -0.3278
C 0.21028 0.06965 -0.13445 -0.7883
H -0.13833 0.62420 -1.07240 0.2205
H 0.40761 -1.01409 -0.36327 0.2769
C 1.54176 0.53167 0.32024 0.2892
```

Values from the calculation:
**SMILES string**: CC(F)=C=O
**Frontier orbital gap**: 8.8964 eV
**E_LUMO**: 0.30 eV
**Highest occupied orbital energy**: -8.592 eV

Which of them is the most stable, and which is the least stable? 3) and 1), in that order.

1) A cluster of 2 separate species, C2H4N2S3 in total, computed with wB97M-V/def2-TZVPD.

The geometry in XYZ format:
```
11
Properties=species:S:1:pos:R:3:mulliken_charge:R:1
H 0.32377 -1.57310 2.65058 0.1360
H -1.95939 -0.18603 -1.95682 0.2900
N 1.29166 1.02144 0.54486 -0.4216
C -0.96587 -0.08230 -1.63111 -0.3450
S -0.06683 -2.65812 -2.56173 -0.1571
H -0.54825 0.54761 -0.85065 0.2456
S 0.90333 -1.37219 1.57293 -0.0062
S 1.49497 -1.51162 -1.84437 -0.1268
N 0.74252 0.28241 1.36309 0.0731
C -0.19037 -1.09852 -1.79065 0.0837
H 2.05991 0.72468 -0.05698 0.2284
```

Values from the calculation:
**SMILES string**: [H]/N=N\S.C=C1SS1
**Frontier orbital gap**: 8.3756 eV
**E_LUMO**: -0.30 eV
**Highest occupied orbital energy**: -8.678 eV

2) An isolated molecule of C2H4N2S3, computed with wB97M-V/def2-TZVPD.

The geometry in XYZ format:
```
11
Properties=species:S:1:pos:R:3:mulliken_charge:R:1
H 1.35512 1.08748 -3.06870 0.1720
S 1.79543 0.41067 -1.98815 -0.1120
H -1.38696 -2.15180 -0.27711 0.2712
S 0.25770 2.14085 1.11076 -0.1867
N -1.54885 -1.23237 -0.48333 -0.3461
H 1.48460 1.93944 1.41167 0.1263
N 0.09567 0.61584 -1.48386 -0.1474
H -0.94831 -0.57746 1.50614 0.3481
S -1.01619 -0.67645 -2.12699 0.0590
C -0.07485 0.51221 -0.06492 -0.0425
C -0.90617 -0.42275 0.42480 -0.1420
```

Values from the calculation:
**SMILES string**: SC1=CNSN1S
**Frontier orbital gap**: 8.0574 eV
**E_LUMO**: 0.03 eV
**Highest occupied orbital energy**: -8.024 eV

Which of them is the most stable, and which is the least stable? 2) and 1), in that order.

1) A cluster of 3 separate species, C4H13NO3 in total, computed with wB97M-V/def2-TZVPD.

The geometry in XYZ format:
```
21
Properties=species:S:1:pos:R:3:mulliken_charge:R:1
H -0.77483 -2.71248 0.41141 0.3958
O -0.35948 3.32070 0.54658 -0.6417
H 0.32964 2.75792 0.15703 0.3794
H -0.15044 4.22997 0.30388 0.3221
H 1.72604 0.66689 1.14551 0.5344
H -0.38927 0.26165 2.58556 0.3269
H -0.97028 -1.88905 -1.08957 0.3255
H 0.23190 -3.14143 -1.02563 0.3565
H 1.45067 -1.57588 0.70836 0.4667
C 0.76779 -1.16129 -0.04827 -0.4552
N -0.53807 -0.60420 2.04415 -0.5854
H 0.18141 0.84389 -1.83143 0.3462
H -1.02986 0.88269 -2.82804 0.3117
C -0.28159 -0.14456 0.64612 0.1712
H -1.13817 -0.09619 -0.01794 0.5075
O 0.99117 1.44180 -0.57493 -0.5107
C 0.93937 0.58180 0.39048 -0.1917
H 1.33498 -1.01990 -0.98005 0.4552
O -0.55409 0.31403 -2.21093 -0.6091
H -1.56049 -0.61985 2.10397 0.3519
C -0.20638 -2.33650 -0.43626 -1.2572
```

Values from the calculation:
**⟨S²⟩**: 0.7606
**2S+1**: 2
**Total charge**: +1
**Frontier orbital gap (alpha / beta)**: 10.1982 / 6.0742 eV
**E_LUMO (alpha / beta)**: -4.82 / -8.83 eV
**Highest occupied orbital energy (alpha / beta)**: -15.019 / -14.905 eV

2) A cluster of 2 separate species, C4H13NO3 in total, computed with wB97M-V/def2-TZVPD.

The geometry in XYZ format:
```
21
Properties=species:S:1:pos:R:3:mulliken_charge:R:1
N 1.30271 -0.21630 0.71943 0.1188
H -3.07733 -1.04092 0.64267 0.3287
H 0.51584 1.36414 -0.88381 0.2858
H 1.58134 -0.53581 -0.20105 0.1842
C 0.04360 -0.75916 1.24679 -0.7745
H -1.15561 1.24420 -0.01764 0.4250
H 0.44524 -1.72227 1.67862 0.3833
C -2.26034 -1.76264 0.49644 -1.2960
H -0.48032 -0.09477 1.97796 0.3943
C 1.47075 1.23256 0.81786 -0.3048
H 1.13869 1.68480 1.75068 0.3603
H -0.71044 -1.20980 -0.85118 0.1506
O 0.78574 1.98452 -0.18718 -0.4359
H 2.57028 1.40220 0.66003 0.3084
H 1.43151 -0.53623 -1.81142 0.1676
O -1.66312 0.41903 -0.02275 -0.5118
H 1.57058 -0.47106 -3.29152 0.3412
O 1.30766 0.07550 -2.53671 -0.5685
C -1.10055 -0.87136 0.10411 0.7594
H -2.58583 -2.32434 -0.34554 0.3445
H -2.06853 -2.39420 1.36774 0.3395
```

Values from the calculation:
**⟨S²⟩**: 0.7557
**2S+1**: 2
**Total charge**: +1
**Frontier orbital gap (alpha / beta)**: 11.9905 / 6.5394 eV
**E_LUMO (alpha / beta)**: -3.47 / -8.75 eV
**Highest occupied orbital energy (alpha / beta)**: -15.459 / -15.293 eV

Which of them is the most stable, and which is the least stable? 2) and 1), in that order.